[1]
Here is a structure of composition C25H27As2InN4O from the OMol25 dataset. Energies are from wB97M-V/def2-TZVPD.

Cartesian coordinates (Å):
In1 0.148 -0.384 -0.079
C1 2.015 2.199 2.357
As1 0.918 1.973 0.791
C2 1.969 2.709 -0.663
C3 -0.642 3.079 0.998
C4 -0.572 4.179 1.849
C5 -1.676 4.998 2.028
C6 -2.856 4.725 1.354
C7 -2.936 3.630 0.508
C8 -1.838 2.796 0.318
As2 -2.000 1.276 -0.876
C9 -1.782 2.073 -2.634
C10 -3.897 0.873 -0.864
H1 1.433 1.997 3.254
H2 2.402 3.215 2.379
H3 2.842 1.494 2.293
H4 2.147 3.772 -0.513
H5 1.445 2.560 -1.606
H6 2.919 2.177 -0.693
H7 0.342 4.407 2.382
H8 -1.612 5.849 2.692
H9 -3.718 5.365 1.486
H10 -3.869 3.439 -0.006
H11 -2.460 2.922 -2.709
H12 -2.030 1.348 -3.407
H13 -0.759 2.415 -2.778
H14 -4.453 1.721 -1.260
H15 -4.229 0.657 0.150
H16 -4.084 0.012 -1.504
O1 1.842 -1.271 0.622
C11 2.878 -1.754 -0.069
C12 4.071 -1.981 0.626
C13 5.198 -2.448 -0.012
C14 5.181 -2.702 -1.383
C15 4.013 -2.503 -2.079
C16 2.842 -2.050 -1.447
C17 1.626 -1.949 -2.242
N1 0.488 -1.288 -1.969
C18 -0.378 -1.480 -3.039
C19 0.234 -2.252 -3.959
N2 1.475 -2.539 -3.442
H17 4.079 -1.773 1.688
H18 6.106 -2.609 0.554
H19 6.070 -3.044 -1.892
H20 4.021 -2.678 -3.148
H21 -1.361 -1.047 -3.066
H22 -0.093 -2.623 -4.913
H23 2.163 -3.133 -3.877
N3 -3.617 -5.319 4.246
C20 -3.060 -4.550 3.602
C21 -2.369 -3.586 2.792
C22 -2.993 -3.032 1.677
C23 -2.300 -2.103 0.934
N4 -1.050 -1.724 1.239
C24 -0.443 -2.272 2.302
C25 -1.071 -3.198 3.109
H24 -3.995 -3.323 1.397
H25 -2.748 -1.647 0.060
H26 0.582 -1.979 2.483
H27 -0.557 -3.619 3.960

Output
LUMO energy in eV: -6.0
HOMO level in eV: -13.28
E in a.u.: -5924.3222
Charge: +2
Energy above the lowest of the compared OMol25 structures with the same formula, charge and spin in kcal per mole: 2.4
Orbital gap in eV: 7.24
Multiplicity: 1

[2]
Here is a structure of composition C25H27AsN2O2Y from the OMol25 dataset. Energies are from wB97M-V/def2-TZVPD.

Cartesian coordinates (Å):
Y1 1.085 0.794 -0.162
O1 2.379 -0.470 0.938
C1 3.206 -1.481 0.752
C2 4.030 -1.902 1.807
C3 4.897 -2.958 1.644
C4 4.987 -3.642 0.425
C5 4.194 -3.237 -0.617
C6 3.292 -2.162 -0.481
C7 2.531 -1.804 -1.648
N1 1.642 -0.874 -1.777
C8 1.118 -0.722 -3.152
C9 0.054 0.366 -3.192
N2 0.496 1.482 -2.360
C10 0.662 2.635 -2.911
C11 1.127 3.839 -2.272
C12 1.212 4.992 -3.076
C13 1.640 6.191 -2.566
C14 2.001 6.256 -1.215
C15 1.932 5.145 -0.405
C16 1.496 3.913 -0.911
O2 1.445 2.866 -0.102
H1 3.958 -1.365 2.743
H2 5.523 -3.264 2.473
H3 5.674 -4.468 0.309
H4 4.251 -3.744 -1.574
H5 2.766 -2.398 -2.537
H6 0.697 -1.666 -3.504
H7 1.938 -0.450 -3.821
H8 -0.892 -0.016 -2.794
H9 -0.124 0.670 -4.227
H10 0.437 2.726 -3.977
H11 0.928 4.914 -4.119
H12 1.701 7.069 -3.193
H13 2.343 7.195 -0.799
H14 2.213 5.183 0.639
C17 -2.047 0.815 2.834
As1 -1.297 -0.169 1.347
C18 -0.771 -1.813 2.232
C19 -2.876 -0.736 0.313
C20 -3.926 -1.394 1.156
C21 -3.911 -2.770 1.367
C22 -4.864 -3.371 2.175
C23 -5.848 -2.602 2.781
C24 -5.878 -1.231 2.569
C25 -4.922 -0.632 1.761
H15 -2.810 0.200 3.309
H16 -2.486 1.752 2.496
H17 -1.249 1.029 3.542
H18 -1.616 -2.213 2.789
H19 0.057 -1.596 2.905
H20 -0.436 -2.544 1.497
H21 -2.498 -1.410 -0.458
H22 -3.260 0.153 -0.189
H23 -3.153 -3.378 0.885
H24 -4.845 -4.443 2.326
H25 -6.594 -3.070 3.408
H26 -6.650 -0.628 3.027
H27 -4.959 0.438 1.589

Output
LUMO energy in eV: -3.2
HOMO level in eV: -10.96
E in a.u.: -3502.9029
Charge: +1
Energy above the lowest of the compared OMol25 structures with the same formula, charge and spin in kcal per mole: 1.4
Orbital gap in eV: 7.77
Multiplicity: 1

> Look up the E of the first one.

-5924.3222 a.u.

> What is the formula in the second record?

C25H27AsN2O2Y

> Look up the orbital gap of the second one.

7.77 eV